This record from the Open Molecules 2025 dataset describes one molecule with the formula C14H25NO. The level of theory is ωB97M-V/def2-TZVPD.

XYZ file:
```
41
Properties=species:S:1:pos:R:3:forces:R:3
O 0.2697 2.9475 0.9702 -0.06 0.29 0.38
C 0.0328 2.2180 0.0304 -0.25 -0.05 -0.56
C -1.1996 2.3772 -0.8449 -0.13 0.14 0.28
C -2.4349 1.8349 -0.1153 0.26 -0.16 0.07
C -2.3582 0.3392 0.1795 -0.32 0.25 -0.13
C -3.5650 -0.1581 0.9911 0.12 -0.02 0.05
C -3.7585 -1.6382 0.6128 -0.04 -0.10 0.08
C -2.7170 -1.9326 -0.4752 -0.05 -0.02 -0.13
C -2.3798 -0.5629 -1.0561 0.20 -0.09 0.24
N 0.8303 1.1817 -0.3127 0.28 -0.28 -0.18
C 2.0144 0.8012 0.4295 0.06 0.04 0.15
C 1.8542 -0.6078 1.0275 -0.05 -0.05 -0.09
C 2.3963 -1.6704 0.0783 0.04 -0.05 0.23
C 3.9139 -1.5185 -0.0840 -0.02 0.03 -0.01
C 4.3469 -0.0521 0.0392 0.00 0.02 -0.21
C 3.2533 0.8763 -0.4763 0.12 0.04 0.25
H -1.3423 3.4435 -1.0265 0.11 -0.04 -0.05
H -1.0694 1.8724 -1.8026 0.01 0.00 -0.06
H -3.3227 2.0397 -0.7191 -0.06 -0.01 0.04
H -2.5360 2.3742 0.8289 -0.06 0.08 -0.02
H -1.4444 0.1388 0.7476 0.01 -0.06 0.00
H -3.4034 -0.0269 2.0599 -0.05 0.08 0.05
H -4.4490 0.4197 0.7176 -0.03 0.07 0.02
H -4.7649 -1.8024 0.2279 -0.03 -0.05 0.04
H -3.6242 -2.2944 1.4718 -0.08 -0.05 0.00
H -3.0902 -2.6261 -1.2277 0.06 -0.09 0.00
H -1.8207 -2.3681 -0.0292 0.04 -0.04 -0.02
H -1.4372 -0.5734 -1.6027 0.04 0.04 -0.13
H -3.1697 -0.2361 -1.7353 -0.05 0.08 -0.09
H 0.5736 0.5943 -1.0897 -0.10 0.13 -0.02
H 2.0927 1.5346 1.2380 0.03 -0.12 -0.14
H 0.7982 -0.7867 1.2390 0.02 0.05 0.10
H 2.3918 -0.6671 1.9743 0.01 -0.02 0.09
H 2.1621 -2.6663 0.4582 -0.07 -0.02 -0.11
H 1.9045 -1.5716 -0.8919 -0.06 -0.06 -0.07
H 4.2112 -1.9128 -1.0576 0.07 -0.03 0.01
H 4.4281 -2.1084 0.6764 0.02 -0.07 -0.03
H 4.5515 0.1939 1.0824 0.08 0.03 0.05
H 5.2687 0.1092 -0.5216 0.05 0.03 0.10
H 2.9809 0.5795 -1.4922 -0.03 0.02 -0.08
H 3.6123 1.9050 -0.5200 -0.07 0.03 -0.10
```
Forces are in eV/Å.

multiplicity	1
ΔE to the lowest compared entry with this formula, charge and spin	0.0	kJ/mol
LUMO level	0.8	eV
electronic energy	-18462.472	eV
HOMO	-9.38	eV
SMILES	O=C(CCC1CCCC1)NC1CCCCC1
orbital gap	10.160	eV